The following is a DFT calculation (ωB97M-V/def2-TZVPD) of a molecular structure, C14H9CuN5S2 in a non-equilibrium geometry.

Results
Charge ... -1
F_max ... 3.39 eV/A
HOMO-LUMO gap ... 5.57 eV
HOMO energy ... -3.362 eV

XYZ file:
```
31
Properties=species:S:1:pos:R:3:forces:R:3:lowdin_charge:R:1
Cu -0.68595 -1.42247 0.12265 0.444 1.616 -0.169 -0.13
N 1.76957 1.59118 0.02182 -1.348 0.421 -0.207 0.13
C 2.15801 0.24886 -0.00417 0.972 1.312 -0.706 -0.28
C 3.56583 0.13372 0.01292 0.358 0.464 0.084 -0.04
C 4.11035 -1.10363 0.17183 2.279 -1.623 -0.345 -0.11
C 3.33422 -2.25725 0.05126 -1.720 0.630 -0.254 -0.05
C 1.95494 -2.00970 -0.13531 3.138 -0.921 0.903 -0.16
N 1.38924 -0.81138 -0.11279 -1.454 0.117 0.282 0.09
C 0.55155 2.37477 -0.04503 3.011 -0.795 0.443 -0.32
C 0.72887 3.75071 -0.07126 -1.101 0.557 0.155 -0.03
C -0.41979 4.53906 -0.00917 1.863 -0.336 -0.781 -0.06
C -1.65703 3.90341 0.00735 0.849 0.677 0.095 -0.08
C -1.69133 2.54766 0.02864 -0.706 -1.747 -0.836 -0.13
N -0.57920 1.79903 -0.01104 -2.109 -1.304 0.294 0.13
H 2.57044 2.18769 0.11446 0.038 0.020 0.022 0.10
H 4.21630 1.01899 -0.15452 -0.579 -0.657 0.546 0.12
H 5.21755 -1.26247 0.30322 -1.141 0.558 -0.238 0.12
H 3.66048 -3.31303 0.03660 0.109 0.987 0.228 0.11
H 1.39920 -2.90684 -0.13560 -1.247 -0.325 -0.485 0.01
H 1.70707 4.16855 -0.18376 0.371 0.335 0.062 0.10
H -0.18429 5.59511 -0.14346 -0.906 -0.009 0.286 0.10
H -2.55143 4.42833 -0.10472 -1.266 0.901 0.141 0.08
H -2.65657 1.98134 -0.07012 1.061 0.583 0.369 0.08
S -2.77377 -0.70398 0.00450 0.510 2.064 -0.155 0.62
C -3.35774 -2.25790 -0.06388 -2.371 -1.631 0.862 -0.83
C -4.80665 -2.48027 0.01799 2.454 0.961 -0.251 -0.31
N -5.93589 -2.55930 0.12011 -2.001 -0.212 0.087 0.13
C -2.63077 -3.39026 0.07790 -1.911 -2.010 -0.660 -0.82
S -0.96939 -3.51709 -0.00201 1.792 -1.349 0.249 0.63
C -3.39595 -4.65181 0.09353 -0.250 -0.206 -0.162 -0.29
N -4.03788 -5.62102 0.06209 0.861 0.923 0.140 0.11
```
Forces are in eV/Å.

***

The following is a DFT calculation (ωB97M-V/def2-TZVPD) of a molecular structure, C8H12N5S in a non-equilibrium geometry.

Results
Charge ... +1
F_max ... 5.51 eV/A
Energy above the lowest of the compared OMol25 structures with the same formula, charge and spin ... 87.8 kJ/mol
HOMO-LUMO gap ... 9.08 eV
HOMO energy ... -11.911 eV

XYZ file:
```
26
Properties=species:S:1:pos:R:3:forces:R:3:lowdin_charge:R:1
C 2.07566 -1.73553 -0.87117 1.099 -2.252 -1.190 -0.24
C 3.17106 -0.95862 -0.68251 2.044 0.493 -1.079 -0.37
C 1.20824 -0.33078 0.53516 0.380 1.098 0.239 -0.54
C -1.32668 0.66556 -1.33815 -1.503 -1.992 -3.044 -0.06
C -0.47577 1.26424 -0.60080 2.728 0.511 4.761 -0.14
C -1.61032 -1.15441 0.23074 0.461 2.587 -2.742 -0.44
C 0.03353 0.43012 1.06348 -0.360 1.032 -3.307 -0.39
C 0.11551 2.60347 -0.59103 -0.878 2.641 -1.521 -0.09
N 1.01855 -1.40869 -0.13779 -1.653 0.165 0.542 0.03
N -1.73398 -0.69417 -1.04052 0.542 0.974 1.601 0.13
N -1.09051 -0.44219 1.22717 -0.978 -0.216 1.557 0.15
N -2.16770 -2.26917 0.52850 -1.814 -3.736 -0.751 0.22
N 0.29602 1.36133 2.08133 -0.051 -1.223 -0.615 0.11
S 2.78840 0.37573 0.34467 -0.458 -0.964 0.105 1.07
H 1.94199 -2.65839 -1.50466 0.765 1.207 0.690 0.14
H 4.22067 -1.02912 -1.11943 -1.813 -0.013 0.618 0.10
H -1.63750 1.06432 -2.34232 0.035 -0.569 1.201 0.15
H -0.49567 3.35119 -1.25697 0.645 -1.261 1.508 0.13
H 1.10673 2.76822 -1.08310 -0.418 -0.826 0.827 0.09
H 0.10002 2.95785 0.47770 0.080 0.186 -1.407 0.08
H -2.10812 -1.32952 -1.72462 0.063 0.314 -0.229 0.16
H -1.45367 -0.84784 2.10961 1.219 0.931 -0.226 0.19
H -2.55526 -2.86046 -0.26516 0.605 0.922 2.002 0.18
H -1.91395 -2.68270 1.41569 -0.209 -0.501 -0.414 0.14
H 0.94538 2.10339 1.79597 -0.803 -0.421 0.916 0.09
H -0.45261 1.45617 2.74822 0.273 0.913 -0.043 0.11
```
Forces are in eV/Å.

***

The following is a DFT calculation (ωB97M-V/def2-TZVPD) of a molecular structure, C48H48ClCsIN11O5 in a non-equilibrium geometry.

Results
Charge ... -2
F_max ... 1.50 eV/A
Energy above the lowest of the compared OMol25 structures with the same formula, charge and spin ... 74.4 kJ/mol
HOMO-LUMO gap ... 3.55 eV
HOMO energy ... -0.734 eV

XYZ file:
```
115
Properties=species:S:1:pos:R:3:forces:R:3:lowdin_charge:R:1
Cs -0.36127 1.05938 1.55789 0.988 0.058 -0.764 0.94
O 7.06733 2.88388 4.85509 -0.011 0.185 0.682 -0.05
C 6.91973 2.55288 3.67339 -0.726 -0.210 -0.221 -0.71
O 7.75363 2.40238 2.77289 0.385 -0.055 -0.504 -0.05
C 5.43353 2.26378 3.24539 0.478 0.080 0.101 -0.09
C 4.41283 2.19838 4.18039 -0.120 -0.104 -0.160 0.04
C 3.12363 1.87368 3.75179 0.760 0.330 -0.235 -0.22
N 2.81813 1.74178 2.46509 -0.499 -0.076 -0.018 0.14
C 3.78443 1.85088 1.55689 0.493 -0.042 0.564 -0.21
C 5.11853 2.04528 1.91409 -0.190 0.067 0.195 0.04
C 3.41473 1.68458 0.14229 0.122 0.073 -0.498 -0.23
C 4.18153 2.27068 -0.86901 -0.143 -0.086 0.193 -0.02
C 3.85673 2.00788 -2.18531 -0.152 -0.098 -0.093 -0.06
C 2.76263 1.20128 -2.45961 0.003 0.018 -0.005 -0.04
C 2.03363 0.70738 -1.38741 -0.017 -0.099 -0.374 -0.14
N 2.35363 0.92818 -0.12531 0.050 -0.049 0.391 0.06
C 2.04923 1.65938 4.73949 -0.097 -0.143 0.559 -0.22
C 2.33613 1.01388 5.94769 -0.034 0.099 -0.094 -0.01
C 1.31843 0.81068 6.85799 -0.190 0.041 0.018 -0.07
C 0.03863 1.24878 6.54999 0.169 -0.036 0.030 -0.06
C -0.14197 1.89228 5.33549 -0.374 0.004 0.406 -0.15
N 0.82483 2.10168 4.46279 0.179 0.040 -0.565 0.09
H 4.64643 2.40418 5.21539 0.035 -0.052 0.055 0.11
H 5.92963 2.01308 1.20089 0.001 0.090 -0.036 0.11
H 5.00633 2.91988 -0.61851 0.072 0.013 0.040 0.11
H 4.44713 2.42808 -2.98861 0.001 0.033 -0.075 0.10
H 2.46893 0.96368 -3.46961 -0.072 -0.013 -0.117 0.08
H 1.15403 0.10038 -1.55281 -0.153 -0.041 -0.196 0.08
H 3.33973 0.68268 6.16659 0.083 -0.041 -0.085 0.11
H 1.51743 0.31988 7.80039 0.024 -0.076 0.055 0.10
H -0.78577 1.10218 7.23409 -0.060 0.007 -0.048 0.10
H -1.11517 2.27788 5.06129 -0.168 -0.039 -0.063 0.11
Cl -4.59077 -2.69832 7.01369 -0.052 -0.109 0.098 0.62
C -3.97027 -1.61522 5.78749 -0.586 0.279 0.199 -0.63
C -4.71827 -0.51102 5.44449 0.214 -0.648 0.346 -0.20
C -4.23437 0.34678 4.48259 -0.222 0.878 -0.430 -0.62
I -5.34677 2.07218 3.96079 0.053 -0.282 0.144 0.81
C -3.01647 0.20728 3.78479 -0.529 0.311 0.070 -0.53
O -2.64327 1.01168 2.89909 -0.348 -0.076 0.381 -0.39
C -2.23847 -0.95152 4.20739 -0.271 -0.304 0.369 -0.16
N -1.04167 -1.10782 3.62979 0.408 -0.215 -0.086 0.06
C -0.29237 -2.13252 3.96269 0.107 0.259 -0.247 -0.15
C -0.68157 -3.09622 4.89609 -0.404 -0.148 0.357 -0.06
C -1.89967 -2.96172 5.51549 0.272 -0.005 -0.163 -0.04
C -2.72417 -1.86302 5.19309 0.309 0.102 -0.232 -0.19
H -5.66687 -0.32972 5.92879 -0.027 0.005 0.009 0.09
H 0.66383 -2.20142 3.46099 0.120 -0.048 -0.074 0.11
H -0.03217 -3.93042 5.12559 0.039 0.001 -0.007 0.10
H -2.23817 -3.68222 6.24879 0.014 0.018 -0.017 0.08
N -3.99137 5.18698 1.61239 -0.029 0.055 -0.144 0.18
C -3.63687 5.86078 0.49049 -0.031 -0.173 0.240 -0.50
N -4.44617 6.89428 0.09699 -0.067 -0.083 0.187 0.14
N -2.59677 5.61868 -0.23431 -0.665 1.209 -0.598 0.10
C -1.77477 4.62928 -0.05621 0.266 -0.433 0.177 -0.37
N -0.97357 3.80328 -0.00461 0.370 -0.516 0.147 0.09
H -4.92137 5.28188 1.98619 0.071 -0.044 -0.090 0.10
H -3.53837 4.30478 1.79989 0.055 -0.064 0.063 0.09
H -5.00547 7.34728 0.79879 0.016 0.009 -0.004 0.09
H -4.04447 7.49428 -0.60461 0.024 -0.068 0.035 0.10
C -3.05877 -0.60842 -1.40291 0.119 0.026 -0.089 -0.03
H -3.24517 -1.05162 -0.42681 -0.074 -0.040 0.081 0.07
H -4.01367 -0.41512 -1.88811 -0.067 0.005 -0.074 0.08
H -2.54227 0.33948 -1.26381 0.105 0.171 0.132 0.07
C 1.70383 -3.53972 -2.71891 0.054 -0.102 0.211 -0.06
C 1.98363 -4.18522 -1.35961 0.040 0.190 -0.111 -0.21
N 0.79903 -4.53152 -0.59881 0.141 0.082 0.085 -0.10
C 0.31673 -5.88802 -0.69131 -0.269 -0.253 -0.111 -0.23
C -0.57107 -6.15242 -1.91041 0.167 0.010 0.247 -0.07
C 0.12983 -3.54732 0.09669 -0.067 -0.655 0.031 -0.46
C -1.09107 -3.94702 0.88049 -0.055 0.020 -0.001 -0.02
N 0.46173 -2.33022 0.17399 0.140 1.247 0.260 0.15
H 2.63373 -3.16652 -3.14141 0.100 0.061 -0.111 0.07
H 1.01663 -2.70312 -2.62421 -0.095 0.123 -0.001 0.06
H 1.27273 -4.25852 -3.41091 -0.076 -0.026 -0.085 0.06
H 2.59473 -3.50392 -0.75601 0.010 -0.125 -0.034 0.11
H 2.56323 -5.10342 -1.50071 -0.005 0.092 0.069 0.11
H -0.23657 -6.13582 0.21599 0.083 -0.002 -0.040 0.10
H 1.18563 -6.55632 -0.72951 -0.065 0.055 0.096 0.11
H -1.37927 -5.42882 -1.95961 -0.132 0.125 -0.052 0.06
H -0.99797 -7.15162 -1.85101 -0.055 -0.145 -0.038 0.07
H 0.00353 -6.07632 -2.82821 0.033 0.013 -0.159 0.06
H -0.82637 -4.60552 1.70809 -0.020 -0.097 0.037 0.08
H -1.82847 -4.44272 0.25399 -0.115 -0.092 -0.043 0.07
H -1.52127 -3.03642 1.29019 0.001 -0.042 -0.019 0.07
H 1.28183 -2.04292 -0.34541 0.115 -0.169 -0.154 0.03
C 0.65613 4.12098 -4.09941 0.019 0.091 0.306 -0.08
O 0.40143 3.62738 -5.39761 0.078 -0.565 -0.447 -0.13
C 0.99843 2.38048 -5.62001 -0.089 0.134 0.104 -0.24
C 2.35323 2.29288 -5.86701 -0.108 0.032 -0.057 -0.06
C 2.94083 1.06048 -6.11651 0.218 -0.027 -0.068 -0.14
C 2.15463 -0.08312 -6.08371 0.143 0.057 -0.042 -0.12
C 0.80303 -0.00652 -5.82811 -0.173 0.060 0.051 -0.03
C 0.17883 1.23098 -5.61281 0.232 0.245 -0.196 -0.21
N -1.15607 1.36818 -5.43311 -0.101 0.757 0.191 0.03
C -2.13077 0.36138 -5.53781 -0.230 -0.353 0.161 -0.12
C -2.36627 -0.66012 -4.63951 -0.268 0.613 -1.099 -0.21
C -3.33767 -1.65532 -4.87811 -0.189 0.088 -0.409 -0.14
C -3.61847 -2.67092 -3.95701 0.175 -0.269 0.345 -0.19
C -3.05327 -2.71732 -2.72681 -0.042 -0.509 0.260 -0.16
C -2.20587 -1.57742 -2.26181 -0.112 0.062 0.153 -0.29
C -1.60677 -0.74442 -3.38371 0.431 -0.292 0.863 -0.30
O -0.55927 -0.14652 -3.17581 -0.108 -0.105 -0.092 0.07
H 1.73253 4.22638 -3.93331 -0.023 0.020 0.090 0.08
H 0.23843 3.46428 -3.32891 0.040 0.008 -0.029 0.10
H 0.18263 5.09978 -4.04101 0.002 0.027 0.071 0.08
H 2.94873 3.19778 -5.86841 -0.028 0.066 -0.024 0.11
H 3.99553 0.99738 -6.34041 0.113 -0.010 0.046 0.08
H 2.60903 -1.04982 -6.25841 0.007 -0.065 0.003 0.09
H 0.19253 -0.89292 -5.78081 -0.089 -0.117 -0.025 0.11
H -1.47337 2.32858 -5.36971 0.175 -0.249 0.009 0.13
H -2.78577 0.45248 -6.40361 0.011 -0.107 0.022 0.09
H -3.85767 -1.65922 -5.82991 0.052 0.080 -0.047 0.07
H -4.31007 -3.45332 -4.26141 -0.005 -0.019 0.060 0.08
H -3.28467 -3.50202 -2.01731 -0.081 -0.048 0.064 0.06
H -1.38207 -1.91092 -1.61721 -0.003 0.133 -0.259 0.11
```
Forces are in eV/Å.

***

The following is a DFT calculation (ωB97M-V/def2-TZVPD) of 2 unconnected molecules or ions with the total composition C4H11NO in a non-equilibrium geometry.

Results
Charge ... 0
SMILES string ... C=CC.NCO
F_max ... 1.13 eV/A
Energy above the lowest of the compared OMol25 structures with the same formula, charge and spin ... 167.7 kJ/mol
HOMO-LUMO gap ... 10.39 eV
HOMO energy ... -9.440 eV

XYZ file:
```
17
Properties=species:S:1:pos:R:3:forces:R:3:lowdin_charge:R:1
C -1.25439 0.21858 1.87803 0.413 -0.424 0.612 -0.11
C -0.74924 -1.11819 1.43183 -0.035 0.300 0.129 -0.25
C 0.51150 -1.41876 1.15001 -0.118 -0.289 0.294 -0.04
H -1.89752 0.09030 2.75572 0.019 0.275 -0.139 0.07
H -0.42279 0.87806 2.11556 0.038 0.113 0.176 0.07
H -1.80819 0.69676 1.08005 -0.269 0.025 -0.175 0.07
H -1.51153 -1.88275 1.37713 -0.130 -0.140 -0.659 0.09
H 0.74772 -2.34736 0.64894 0.141 -0.235 0.336 0.05
H 1.34215 -0.81607 1.50273 -0.037 0.360 -0.529 0.06
N 0.58147 -0.29743 -2.16322 0.249 0.261 -0.338 0.03
C 0.64086 1.12049 -2.07341 0.711 0.844 -0.260 -0.37
O 0.22263 1.73316 -0.85604 -0.377 0.015 0.131 -0.08
H -0.30313 -0.70972 -1.91267 -0.010 0.051 0.194 0.07
H 1.35423 -0.70932 -1.66695 -0.179 -0.331 0.167 0.06
H 1.67006 1.43991 -2.29106 0.044 -0.322 0.159 0.11
H 0.07715 1.63205 -2.85449 -0.499 -0.336 0.156 0.11
H 0.79904 1.49029 -0.12216 0.038 -0.168 -0.255 0.06
```
Forces are in eV/Å.